No. 1
81
Properties=species:S:1:pos:R:3 method="wB97M-V/def2-TZVPD" homo_lumo_gap_ev=6.150 e_lumo_ev=-7.141 total_charge=+2
Re -0.722 -1.077 -0.510
C -3.469 -1.575 1.810
Si -1.790 -1.489 2.600
C -1.603 -2.955 3.729
C -1.724 0.156 3.471
N -0.404 -1.438 1.356
C 0.923 -1.417 1.851
C 1.310 -1.423 3.194
C 2.651 -1.375 3.531
C 3.633 -1.324 2.549
C 3.279 -1.321 1.210
C 1.935 -1.372 0.909
O 1.428 -1.395 -0.391
C 2.293 -1.783 -1.459
C 2.518 -3.135 -1.624
C 3.346 -3.538 -2.663
C 3.925 -2.591 -3.499
C 3.688 -1.239 -3.296
C 2.867 -0.820 -2.258
H -4.154 -1.506 2.665
H -3.721 -2.507 1.304
H -3.691 -0.733 1.155
H -2.588 -3.158 4.160
H -0.914 -2.815 4.560
H -1.295 -3.851 3.187
H -2.546 0.190 4.193
H -1.889 0.967 2.757
H -0.803 0.355 4.020
H 0.576 -1.451 3.981
H 2.932 -1.381 4.575
H 4.678 -1.296 2.825
H 4.028 -1.292 0.430
H 2.067 -3.853 -0.950
H 3.542 -4.591 -2.814
H 4.571 -2.909 -4.307
H 4.151 -0.503 -3.941
H 2.687 0.230 -2.071
C 0.303 3.019 -4.761
C 0.358 1.643 -4.585
C 0.274 1.107 -3.309
C 0.138 1.949 -2.209
C 0.078 3.333 -2.389
C 0.162 3.862 -3.665
P 0.022 1.286 -0.541
C 1.483 1.777 0.377
C 2.608 2.291 -0.266
C 3.716 2.665 0.479
C 3.704 2.528 1.861
C 2.578 2.029 2.506
C 1.469 1.655 1.768
C -1.403 2.041 0.228
C -1.469 3.229 0.905
C -2.736 3.776 1.204
C -3.873 3.185 0.726
C -3.817 1.981 -0.024
C -4.943 1.407 -0.661
C -4.789 0.309 -1.463
C -3.547 -0.352 -1.554
C -2.437 0.091 -0.855
C -2.566 1.357 -0.191
H 0.365 3.437 -5.757
H 0.461 0.989 -5.441
H 0.314 0.032 -3.176
H -0.040 3.993 -1.538
H 0.113 4.934 -3.807
H 2.612 2.426 -1.341
H 4.584 3.077 -0.018
H 4.569 2.825 2.439
H 2.564 1.940 3.585
H 0.583 1.288 2.272
H -0.566 3.755 1.195
H -2.798 4.696 1.770
H -4.839 3.646 0.898
H -5.914 1.873 -0.546
H -5.634 -0.087 -2.011
H -3.505 -1.235 -2.180
S -2.693 -5.747 -2.752
As -2.407 -6.439 -0.898
S -2.316 -3.050 -0.882
S -0.645 -2.728 -2.027
S -1.837 -4.576 0.396

=====

No. 2
86
Properties=species:S:1:pos:R:3 method="wB97M-V/def2-TZVPD" homo_lumo_gap_ev="6.847 / 5.987" multiplicity=2 e_lumo_ev="-0.715 / -0.756" de_lowest_ev=0.451
V 0.633 0.024 -0.409
Cl -6.804 0.595 -4.186
C -5.403 -0.015 -3.356
C -5.434 -1.292 -2.817
C -4.316 -1.767 -2.150
C -3.183 -0.975 -2.020
C -3.170 0.301 -2.575
C -4.280 0.789 -3.247
C -2.000 -1.486 -1.246
O -1.981 -2.626 -0.806
O -1.082 -0.592 -1.040
H -6.324 -1.897 -2.919
H -4.306 -2.759 -1.718
H -2.281 0.910 -2.481
H -4.277 1.779 -3.682
C 5.250 -2.573 -1.594
C 4.640 -2.182 -2.924
C 5.641 -1.592 -3.896
O 3.507 -1.275 -2.779
P 3.331 -0.058 -1.797
S 1.739 0.982 -2.393
S 2.906 -0.634 0.111
O 4.724 0.689 -1.947
C 5.271 1.760 -1.124
C 6.060 1.156 0.020
C 4.228 2.759 -0.664
H 6.020 -3.325 -1.774
H 4.502 -2.993 -0.924
H 5.721 -1.718 -1.105
H 4.175 -3.059 -3.373
H 6.152 -0.736 -3.458
H 5.139 -1.276 -4.810
H 6.384 -2.349 -4.154
H 5.951 2.256 -1.816
H 5.397 0.682 0.743
H 6.627 1.940 0.526
H 6.767 0.414 -0.354
H 3.518 2.304 0.029
H 3.679 3.172 -1.510
H 4.737 3.573 -0.145
F -3.620 6.402 -4.472
C -3.038 5.653 -3.517
C -1.675 5.442 -3.578
C -1.083 4.664 -2.593
C -1.839 4.123 -1.554
C -3.215 4.348 -1.535
C -3.825 5.116 -2.519
Sb -0.911 2.834 -0.133
C 0.288 4.205 0.987
C 1.327 4.863 0.329
C 2.215 5.676 1.018
C 2.059 5.810 2.384
F 2.920 6.591 3.063
C 1.056 5.164 3.076
C 0.169 4.361 2.367
C -2.533 2.571 1.209
C -3.027 1.274 1.351
C -4.095 1.005 2.198
C -4.655 2.056 2.897
F -5.686 1.809 3.724
C -4.202 3.357 2.774
C -3.138 3.608 1.920
H -1.100 5.870 -4.389
H -0.017 4.473 -2.658
H -3.829 3.922 -0.752
H -4.892 5.296 -2.518
H 1.466 4.738 -0.740
H 3.020 6.196 0.515
H 0.972 5.295 4.147
H -0.622 3.853 2.910
H -2.589 0.463 0.777
H -4.496 0.007 2.312
H -4.683 4.146 3.335
H -2.783 4.627 1.809
N -0.935 -0.859 6.774
C -0.708 -0.690 5.660
C -0.422 -0.477 4.266
C -0.909 -1.351 3.300
C -0.598 -1.125 1.974
N 0.146 -0.076 1.574
C 0.583 0.778 2.507
C 0.347 0.606 3.857
H -1.509 -2.207 3.574
H -0.943 -1.797 1.193
H 1.163 1.621 2.150
H 0.745 1.313 4.571

=====

Computed electronic energy, in the same sequence as the records: -165923.736; -133953.975 eV.